The following is a quantum chemistry calculation of a molecular structure, C56H143BN13O21Pb in a non-equilibrium geometry, from the Open Molecules 2025 dataset.

The geometry in XYZ format:
```
235
Properties=species:S:1:pos:R:3:forces:R:3:mulliken_charge:R:1
Pb 4.963934 -0.274817 -2.294785 -0.97 1.19 -0.25 1.498
O 2.215836 2.613370 0.043020 -1.35 -0.79 -0.36 -0.002
C 1.324404 1.799850 -0.096032 1.84 0.98 -0.69 0.040
O 0.142098 1.817066 0.399652 -0.50 -0.18 0.00 0.239
B -0.568709 0.614269 -0.060797 -0.99 -0.35 1.25 0.554
O 0.357374 -0.138026 -0.940972 0.76 0.41 -0.57 0.124
C 1.448121 0.560621 -1.028467 0.65 0.50 -0.09 -0.391
O 2.432180 0.379855 -1.743428 -0.26 -0.73 0.41 -0.071
O -1.861261 0.932061 -0.645921 1.69 0.67 -1.00 -0.787
C -2.786988 0.452926 0.112707 -5.82 -0.78 0.72 0.063
O -4.019937 0.545004 -0.051512 4.05 -0.06 0.52 -0.666
C -2.106976 -0.354831 1.235640 -5.54 -4.20 2.94 0.356
O -0.883323 -0.226167 1.132897 4.82 1.12 -1.09 0.443
O -2.632587 -1.189747 2.030693 0.97 3.13 -2.41 -0.857
C -1.807109 -2.235053 -2.262057 -1.01 -1.50 -0.56 1.236
C -2.861076 -3.083782 -3.079305 -0.69 0.02 0.05 0.101
C -2.655548 -4.603065 -3.010631 1.37 -0.30 0.40 0.594
O -3.340026 -5.354902 -4.016443 -0.05 -0.11 0.21 -0.482
C -2.889784 -6.743324 -4.186397 -0.17 2.34 -0.34 -0.380
N -4.206796 -2.782737 -2.545047 0.96 0.80 -0.50 -0.543
H -0.809594 -2.357547 -2.684042 0.11 0.05 0.01 -0.767
H -1.820851 -2.650097 -1.254260 0.22 0.22 0.28 -0.582
H -2.087766 -1.181974 -2.243384 -0.10 -0.14 -0.12 0.021
H -2.760045 -2.803824 -4.127885 -0.31 0.18 -0.18 0.391
H -2.850309 -4.914187 -1.984300 -0.86 -0.26 0.18 0.163
H -1.582742 -4.795307 -3.026094 0.69 -0.24 -0.76 -0.504
H -1.807437 -6.622601 -4.231620 0.26 -0.92 0.64 0.031
H -3.167561 -7.065858 -5.189849 -0.40 0.15 0.09 0.278
H -3.358095 -7.394054 -3.447923 0.56 -0.05 0.19 0.235
H -4.901870 -3.409418 -2.924850 0.00 -0.12 -0.11 0.338
H -4.102185 -2.980378 -1.560111 -0.54 -0.12 0.53 0.041
C -4.618400 5.632680 -5.820580 0.50 -0.15 0.75 -1.489
C -5.400256 4.696294 -4.868429 -0.38 -1.39 -1.36 0.624
C -5.101742 4.709977 -3.360928 0.06 0.13 -0.60 -0.383
O -3.805323 4.094757 -3.165922 0.18 1.00 0.69 -0.145
C -3.411777 3.969405 -1.773961 -0.83 -0.51 -0.69 0.773
N -6.817612 4.937402 -5.166714 -0.71 0.80 0.76 -0.727
H -3.539349 5.672607 -5.671750 0.03 0.00 0.73 0.257
H -5.032157 6.634223 -5.703006 0.08 0.09 -0.21 0.386
H -4.632179 5.321953 -6.865250 -0.80 -0.11 -0.03 0.405
H -5.256028 3.657016 -5.163719 0.87 -0.21 -0.06 0.210
H -5.879704 4.187894 -2.803856 -0.06 -0.56 -0.15 -0.026
H -5.250814 5.736725 -3.026777 0.93 0.43 0.38 0.345
H -3.944003 3.100468 -1.386912 -0.45 0.25 0.46 -0.502
H -3.579637 4.886540 -1.209362 -0.30 0.00 0.02 0.431
H -2.375530 3.680837 -1.597832 0.30 0.27 -0.93 -0.575
H -7.451259 4.251231 -4.782307 0.21 -0.18 0.33 0.223
H -7.039199 4.968836 -6.151603 0.47 0.10 -0.11 0.240
C 2.346232 -6.089069 -0.554154 1.02 0.85 0.45 -1.309
C 1.415572 -5.642881 0.579584 0.13 0.54 -0.46 0.854
C 0.114885 -5.047526 0.063595 0.12 -0.40 0.64 -0.151
O -0.839384 -4.856287 1.119114 0.07 -0.45 -1.66 -0.517
C -0.559434 -3.923756 2.118435 0.42 -0.15 0.54 0.241
N 1.185750 -6.777021 1.397178 -0.45 -1.58 0.28 -0.756
H 2.175007 -7.094439 -0.938877 -0.62 0.11 -0.12 0.505
H 3.354555 -6.163032 -0.146834 0.12 -0.02 0.15 0.416
H 2.433304 -5.353408 -1.353733 -0.31 -0.07 -0.14 -0.122
H 1.898280 -4.908035 1.223873 0.32 0.42 -0.23 -0.080
H -0.344261 -5.792612 -0.586126 -0.17 0.16 -0.25 0.496
H 0.380071 -4.150846 -0.496529 -0.50 0.47 -0.05 -0.247
H 0.239875 -3.228714 1.861295 -0.26 0.28 -0.42 0.140
H -0.179471 -4.453041 2.992257 -0.08 -0.04 0.38 0.348
H -1.500184 -3.431293 2.364536 0.27 0.31 0.08 -0.485
H 0.283522 -6.701415 1.844808 -0.15 0.28 0.51 0.306
H 1.006821 -7.496422 0.711215 0.07 -0.84 0.23 0.343
C 6.812038 2.971939 -3.145940 1.09 -0.60 -0.16 -1.580
C 5.365766 2.905602 -3.500921 -0.37 -0.82 0.95 1.028
C 4.989302 2.054419 -4.729548 -0.52 1.53 0.26 -0.937
O 5.339992 0.681743 -4.662077 0.20 0.12 1.21 -0.208
C 5.351421 0.048633 -5.912157 0.70 -1.51 -0.65 -1.032
N 4.646411 2.377970 -2.285387 0.31 -0.94 -2.18 0.066
H 7.257643 1.977562 -3.118418 0.22 -0.27 -0.53 0.265
H 7.022869 3.283575 -2.122945 -0.42 0.69 -0.09 0.238
H 7.327901 3.608023 -3.865233 0.34 -0.16 0.18 0.427
H 5.073936 3.924026 -3.757348 -0.60 -0.03 0.13 0.211
H 5.419906 2.558243 -5.594906 0.34 -0.37 -0.23 0.657
H 3.907983 2.108111 -4.855940 -0.15 0.13 0.06 0.279
H 6.164455 0.410986 -6.541266 -0.12 0.38 -0.01 0.379
H 4.416740 0.020556 -6.472219 -0.29 0.60 0.26 0.344
H 5.597110 -0.996704 -5.725041 0.08 -0.05 0.05 0.345
H 3.677600 2.552604 -2.511224 -0.72 0.02 0.42 -0.312
H 4.894885 2.941951 -1.485214 -0.03 0.16 0.59 -0.439
C -0.275743 3.536646 -3.743364 0.40 -1.00 -1.35 -1.914
C 1.051581 2.893740 -4.245486 -0.70 0.02 0.80 2.224
C 1.074183 2.676670 -5.786807 -1.25 -0.81 0.71 -1.037
O -0.024740 1.816352 -6.145355 0.30 0.88 -0.31 -0.150
C -0.410806 2.010445 -7.516796 -0.22 -0.54 0.49 -0.886
N 2.198909 3.723082 -3.832078 -0.17 -0.26 -0.93 -0.193
H -1.038143 2.768075 -3.870391 -0.34 0.27 0.16 0.544
H -0.531037 4.377080 -4.388802 -0.14 0.20 0.22 0.374
H -0.223441 3.837480 -2.697016 0.11 0.01 -0.03 0.310
H 1.143953 1.975128 -3.666075 -0.02 -0.51 -0.52 -1.694
H 1.982438 2.225906 -6.186774 0.49 -0.11 0.29 0.377
H 0.975943 3.634374 -6.297932 -0.15 0.37 0.09 0.824
H 0.428378 1.765735 -8.167947 0.04 0.15 -0.22 0.329
H -0.810145 3.003777 -7.721531 0.36 0.31 0.19 0.322
H -1.241743 1.341186 -7.739782 0.19 -0.24 0.21 0.258
H 2.179446 4.380207 -4.598839 0.74 0.93 0.16 0.397
H 1.857634 4.232879 -3.029747 0.27 0.41 0.26 -0.023
C -7.239647 -0.523262 -0.744761 -0.92 -1.58 1.75 -1.549
C -7.509300 0.804698 -1.308762 -0.18 1.94 -0.68 0.731
C -7.678124 1.974589 -0.197820 1.53 -0.95 -0.69 -0.821
O -7.039225 3.167161 -0.683338 0.28 0.94 0.51 -0.282
C -6.271334 3.909433 0.296554 -0.71 -0.86 0.47 -0.655
N -6.358336 1.070409 -2.149254 0.25 0.40 0.01 -0.714
H -6.273187 -0.659149 -0.259385 0.21 0.55 -0.02 0.233
H -7.290086 -1.340967 -1.463733 -0.30 0.20 -0.16 0.403
H -7.967616 -0.672690 0.052626 -0.24 -0.63 0.08 0.385
H -8.387194 0.762305 -1.953429 -0.29 0.10 0.14 0.311
H -7.082762 1.551764 0.611416 -0.01 0.30 0.52 0.447
H -8.675051 2.232886 0.159287 -0.18 -0.34 -0.26 0.322
H -6.245315 4.990272 0.157915 -0.33 -0.10 -0.77 0.293
H -5.239752 3.566178 0.374735 0.03 -0.27 -0.22 0.067
H -6.722384 3.769322 1.278906 -0.07 -0.06 0.14 0.445
H -5.614937 0.634994 -1.622104 0.65 0.08 -0.45 0.062
H -6.176615 2.059999 -2.060986 0.20 0.28 -0.45 0.334
C 3.823268 -3.106120 6.415045 0.11 1.36 -0.96 -1.536
C 2.740483 -3.633243 5.515605 0.72 -0.87 -0.88 1.645
C 2.685605 -2.969168 4.086816 -0.34 0.53 1.19 -0.383
O 2.136846 -1.605806 4.198343 1.94 -1.35 -0.20 -0.190
C 0.758920 -1.521914 4.127581 -0.92 -0.08 -0.43 -0.234
N 3.024617 -5.109638 5.367007 -1.09 1.44 -0.88 -0.749
H 4.776487 -3.263279 5.910294 0.28 -0.93 0.44 0.399
H 3.709136 -3.512779 7.419879 0.46 0.14 -0.08 0.482
H 3.847568 -2.016599 6.393873 -0.62 0.24 0.65 0.184
H 1.748737 -3.468225 5.936694 -0.09 0.06 0.26 -0.480
H 2.108825 -3.603360 3.413593 -0.51 0.08 0.04 -0.583
H 3.657853 -2.908998 3.597724 0.24 0.27 0.39 0.510
H 0.390374 -1.676626 3.113511 0.00 0.03 -0.18 -0.251
H 0.467881 -0.506622 4.396972 -0.06 -0.09 0.31 0.440
H 0.262285 -2.266642 4.749539 -0.17 0.09 0.35 0.271
H 2.101464 -5.458105 5.151461 0.09 -0.94 -0.11 0.274
H 3.332803 -5.543521 6.225422 -0.07 0.21 0.21 0.280
C 6.183182 1.106449 6.503601 -0.79 -0.11 -1.58 -1.520
C 5.094123 1.753839 5.613262 0.04 -0.54 0.63 0.762
C 4.512881 0.812265 4.495968 1.44 -0.02 1.49 -1.158
O 4.017997 1.482588 3.372235 -0.08 0.01 0.78 -0.283
C 2.678522 1.862414 3.414104 -1.69 -0.14 -1.05 1.415
N 4.047841 2.072139 6.526792 -1.75 -0.15 0.85 -0.713
H 5.833648 0.129790 6.838352 0.09 -0.10 -0.05 0.225
H 6.312985 1.721464 7.394111 0.49 0.03 -0.24 0.426
H 7.034932 1.010158 5.830283 0.59 -0.10 0.70 0.360
H 5.450940 2.736248 5.303962 0.62 -0.35 -1.26 0.372
H 3.784296 0.133477 4.939279 -0.46 0.30 0.15 0.439
H 5.298294 0.116503 4.200782 0.28 0.28 -0.54 0.340
H 2.517964 2.528309 2.566224 0.01 0.21 0.04 -1.376
H 2.205677 2.352604 4.265120 0.89 0.20 0.59 0.337
H 2.006444 1.026513 3.219980 0.08 -0.51 0.01 -0.464
H 4.381156 2.753573 7.193619 -0.33 0.17 0.09 0.271
H 3.242637 2.425263 6.029764 -0.11 0.31 0.33 0.154
C -5.917943 -3.621009 1.430772 -0.21 -0.71 -0.02 -1.722
C -4.586292 -4.428733 1.319666 -1.13 2.52 0.83 1.456
C -4.824177 -5.803752 0.814694 -0.10 -1.17 -0.40 -0.937
O -5.899194 -6.413090 1.547739 -0.34 -0.76 -0.17 -0.367
C -6.301779 -7.723947 1.068783 1.19 0.47 -0.90 -0.836
N -3.644716 -3.652823 0.505104 0.19 -0.43 -1.05 1.164
H -6.596716 -4.016061 2.186606 0.56 0.10 0.67 0.499
H -6.597260 -3.767837 0.591087 0.56 0.20 -0.77 0.357
H -5.743298 -2.554640 1.573810 0.04 -0.08 0.08 0.365
H -4.122931 -4.446297 2.306114 -0.42 -0.57 0.51 -0.524
H -3.862283 -6.311225 0.887692 0.10 -0.79 0.48 0.414
H -5.011402 -5.840512 -0.258477 -0.50 0.41 -0.27 0.408
H -7.119349 -8.254507 1.556850 0.21 0.81 1.01 0.301
H -5.414392 -8.356823 1.057588 0.01 -0.30 0.19 0.321
H -6.656218 -7.711959 0.038091 0.13 0.55 -0.38 0.316
H -3.450990 -2.750608 0.915704 -0.57 0.25 0.33 -0.416
H -2.733402 -4.086981 0.538597 0.22 -0.50 -0.12 -0.747
C 1.773779 -0.640106 -4.598242 -0.28 -0.37 -1.04 -0.632
C 2.230463 -1.876431 -3.824988 0.48 -0.42 -0.74 1.131
C 1.772152 -3.231430 -4.404602 -1.66 -0.25 0.16 -1.319
O 2.186108 -4.301576 -3.578691 0.68 -0.04 0.87 -0.069
C 1.910704 -5.590495 -4.123677 -0.03 0.13 -0.73 -0.881
N 3.729952 -2.019839 -3.814914 -0.29 0.31 0.44 -0.378
H 1.937066 -0.673307 -5.675424 -0.10 -1.03 -0.39 0.660
H 2.284970 0.315745 -4.483555 0.01 -0.07 1.36 -0.529
H 0.692892 -0.537621 -4.501937 0.07 0.37 0.21 0.511
H 1.875996 -1.825778 -2.795483 0.19 0.06 0.02 -0.550
H 2.128023 -3.385223 -5.423329 0.23 0.17 -0.31 0.646
H 0.688124 -3.345192 -4.410498 -0.34 0.68 -0.41 0.421
H 2.508964 -5.671914 -5.031169 0.12 -0.47 -0.07 0.392
H 0.872349 -5.745420 -4.416762 -0.32 0.52 0.02 0.263
H 2.104269 -6.407666 -3.428788 0.50 0.51 0.19 0.213
H 3.791793 -3.004558 -3.599026 0.60 -0.61 1.25 0.182
H 4.035285 -2.126387 -4.771746 0.06 0.85 -0.67 0.180
C -2.253291 -4.110690 9.214655 1.09 -0.26 -0.89 -1.342
C -1.370435 -3.009989 8.495297 -1.90 -2.15 -0.03 0.861
C -2.112635 -2.404005 7.290513 0.60 -0.52 -0.85 -0.672
O -2.417323 -3.475785 6.325478 -0.06 1.23 0.32 -0.405
C -2.993850 -3.051954 5.055382 0.38 -0.09 1.17 -0.399
N -1.132528 -2.059576 9.548082 0.08 0.59 -0.62 -0.711
H -1.832739 -4.410457 10.174548 -0.15 1.09 0.64 0.418
H -2.179190 -5.125230 8.823095 -0.55 0.25 -1.22 0.328
H -3.271549 -3.723310 9.249188 0.05 -0.39 0.37 0.304
H -0.451410 -3.448585 8.106567 0.18 -0.23 -0.09 -0.066
H -1.465015 -1.671175 6.809219 0.57 -0.02 -0.34 0.120
H -2.916185 -1.740713 7.610613 -0.92 -0.70 0.09 0.399
H -3.098337 -3.923960 4.409782 -0.09 -0.21 0.38 0.112
H -2.356555 -2.364887 4.498713 0.13 0.35 0.23 0.041
H -3.971374 -2.607832 5.243268 -0.05 0.09 -0.20 0.439
H -0.575887 -2.591578 10.201694 0.26 0.58 0.42 0.292
H -0.582453 -1.328293 9.120607 0.44 0.44 0.55 0.248
C 6.375987 3.957989 2.491837 -0.66 0.66 0.28 -1.224
C 5.151762 4.177442 1.533204 1.86 -0.37 0.87 1.404
C 5.714550 4.986198 0.370447 -0.45 -0.83 -0.96 -1.604
O 4.820517 4.973060 -0.764600 -0.37 -0.71 0.53 0.787
C 4.968900 6.011574 -1.683544 0.50 0.78 -0.21 -1.143
N 4.724867 2.834692 1.162650 -0.73 0.79 -0.98 -0.361
H 6.732453 4.906769 2.892884 0.41 0.19 -0.42 0.441
H 7.145633 3.391509 1.967584 0.10 0.28 -0.08 0.391
H 6.178982 3.409539 3.412964 -0.62 -0.30 -0.30 -0.119
H 4.388786 4.790457 2.012970 -0.30 -0.05 0.24 -0.065
H 6.598461 4.457166 0.014169 0.54 0.25 0.17 0.131
H 5.942580 6.006795 0.677848 0.05 0.06 -0.03 0.704
H 4.848971 6.967006 -1.172806 -0.46 0.22 -0.21 0.380
H 4.291008 5.886074 -2.527825 -0.50 0.05 0.45 0.222
H 5.943705 6.085072 -2.165682 0.64 -0.42 0.20 0.306
H 3.867759 2.937830 0.638424 0.26 0.14 -0.72 -0.045
H 4.305638 2.422775 1.984039 1.10 -0.33 0.28 0.581
C 0.789217 7.982906 0.498885 0.52 0.14 -0.06 -1.680
C 1.685860 6.765809 0.733402 -0.75 -1.29 -1.08 0.349
C 1.174599 5.717448 1.765929 -0.15 2.32 0.25 -0.336
O -0.052371 5.130185 1.365795 0.19 -0.16 -0.55 -0.300
C -0.546994 4.222713 2.327699 0.54 -0.21 0.58 -0.365
N 1.793344 6.110472 -0.585825 -0.08 0.09 -0.38 -0.496
H 0.754488 8.639764 1.368043 -0.27 -0.10 0.08 0.408
H -0.204846 7.762863 0.109619 -0.03 -0.24 0.33 0.293
H 1.302506 8.525006 -0.295311 -0.10 0.22 0.01 0.447
H 2.655943 7.176903 1.012769 0.16 -0.40 0.33 0.512
H 0.989787 6.391236 2.602565 -0.15 -0.43 0.90 0.558
H 1.968893 5.020975 2.034462 -0.12 -0.46 -0.17 -0.040
H -1.423392 3.642232 2.039501 -0.05 0.52 -0.70 0.100
H -0.793978 4.733943 3.258152 0.02 0.15 0.15 0.439
H 0.221948 3.477857 2.532704 0.17 -0.14 0.23 -0.154
H 2.432594 5.328718 -0.603862 0.49 -0.06 0.45 -0.189
H 0.892075 5.663774 -0.676761 -0.40 -0.07 -0.40 0.193
```
Forces are in eV/Å.

Charge ... +1
Gap between HOMO and LUMO ... 4.92 eV
LUMO level ... -4.56 eV
Relative energy (zero: lowest compared OMol25 entry of this formula, charge and spin) ... 5.418 eV